(1)
The molecule C2H4NO2P in a non-equilibrium geometry, computed with the ωB97M-V functional and the def2-TZVPD basis.

Structure (XYZ):
```
10
Properties=species:S:1:pos:R:3:forces:R:3:nbo_charge:R:1
C -0.669258 0.537843 -0.263049 1.082 -0.629 -0.818 -0.0949
C -0.442296 -0.846509 0.264779 -1.729 -0.392 2.285 -0.8275
N 1.561572 1.177613 -0.061508 1.631 0.928 -0.296 0.1935
O 0.303293 1.403796 0.250717 -0.231 1.017 0.720 -0.3540
O 1.897646 -0.097719 -0.078996 2.079 1.088 -0.393 -0.5997
P 1.237390 -1.525558 0.013993 -1.323 -1.132 -0.049 0.8153
H -0.575499 0.465882 -1.340444 -0.248 0.541 -0.471 0.1772
H -1.535766 1.069050 0.052966 -1.198 -0.353 -0.016 0.2111
H -0.580949 -0.714547 1.420197 -0.269 -0.933 -1.927 0.2387
H -1.196136 -1.469855 -0.258653 0.206 -0.135 0.964 0.2404
```
Forces are in eV/Å.

As for the HOMO energy (spin up / spin down): -7.86 / -8.55 eV. The value obtained for the total energy is -625.01305 Ha. The value obtained for the LUMO energy (spin up / spin down) is 0.30 / -0.45 eV. Its spin multiplicity is 1. The orbital gap (spin up / spin down) comes out at 8.16 / 8.10 eV. As for the energy above the lowest of the compared OMol25 structures with the same formula, charge and spin: 136.9 kcal/mol.

=====

(2)
A 2-piece molecular cluster, C3H6N2O overall in a non-equilibrium geometry, computed with the ωB97M-V functional and the def2-TZVPD basis.

Structure (XYZ):
```
12
Properties=species:S:1:pos:R:3:forces:R:3:nbo_charge:R:1
C 2.248315 0.874399 -0.799129 0.844 1.805 -1.004 0.7084
C 2.380879 -0.164814 -0.111136 -0.640 -4.882 -0.110 -0.7833
C -1.773742 0.452291 0.405692 -2.855 -0.383 0.292 -0.4681
N -0.350352 -1.306533 -0.291854 2.349 -0.862 -1.182 -0.2444
N -1.374380 -0.969732 0.151344 -3.421 -0.074 1.330 -0.1946
O 2.347282 1.812738 -1.448264 -0.504 1.693 -1.171 -0.4688
H 2.055493 -1.130870 -0.596689 0.572 1.279 0.435 0.2896
H 2.302476 -0.190653 0.918506 0.097 0.260 1.903 0.2514
H -2.058686 0.877392 -0.569412 0.280 0.037 0.449 0.2191
H -2.717932 0.533061 1.114982 2.030 -0.361 -1.305 0.1969
H -0.910208 0.883345 0.823058 0.840 0.952 0.449 0.2212
H -2.149149 -1.670619 0.402901 0.407 0.534 -0.084 0.2727
```
Forces are in eV/Å.

As for the HOMO energy: -8.02 eV. The value obtained for the total energy is -302.50870 Ha. The value obtained for the LUMO energy is 0.89 eV. Its spin multiplicity is 1. The orbital gap comes out at 8.91 eV. As for the energy above the lowest of the compared OMol25 structures with the same formula, charge and spin: 115.7 kcal/mol.

=====

(3)
BH3S as an isolated structure in a non-equilibrium geometry, computed with the ωB97M-V functional and the def2-TZVPD basis.

Structure (XYZ):
```
5
Properties=species:S:1:pos:R:3:forces:R:3:nbo_charge:R:1
B -1.447751 -0.787834 -0.327222 -1.969 -0.015 1.610 -0.0621
S -0.113880 -0.684295 -1.242807 3.991 0.256 -2.828 0.1303
H 1.564406 1.071827 0.638045 2.205 0.561 0.092 -0.0139
H -2.364098 -0.872166 0.264160 -2.008 -0.240 1.210 -0.0681
H 2.361325 1.272467 0.667823 -2.219 -0.562 -0.084 0.0138
```
Forces are in eV/Å.

As for the HOMO energy (spin up / spin down): -6.01 / -11.18 eV. The value obtained for the total energy is -424.62246 Ha. The value obtained for the LUMO energy (spin up / spin down) is 0.62 / -3.71 eV. Its spin multiplicity is 3. As for the expectation value of S²: 2.0045. The orbital gap (spin up / spin down) comes out at 6.63 / 7.47 eV.

=====

(4)
C4H7MgO2 as an isolated structure in a non-equilibrium geometry, computed with the ωB97M-V functional and the def2-TZVPD basis.

Structure (XYZ):
```
14
Properties=species:S:1:pos:R:3:forces:R:3:nbo_charge:R:1
C -0.739109 0.310878 -0.055523 0.666 0.346 -0.481 -0.0299
C 0.428563 -0.285461 0.236061 0.503 -0.444 1.314 -0.3416
C 1.702946 0.240764 -0.256678 0.176 0.377 -2.417 0.3551
O 2.436174 -0.513512 -1.044719 -0.258 -1.271 -0.644 -0.9818
Mg 4.333123 -0.706050 -0.893308 -2.087 1.221 1.040 1.6166
H -0.733934 1.281517 -0.565139 -0.054 -0.201 0.179 0.2200
H 0.451912 -1.215793 0.811877 -0.056 0.049 -0.500 0.2278
H 1.622118 1.304192 -0.554597 0.415 -0.229 0.574 0.1859
H 3.198850 0.487739 0.508176 0.592 0.139 0.716 -0.3260
O -3.099159 0.602844 0.384594 0.155 -0.017 -0.036 -0.6904
C -2.081487 -0.332480 0.097385 -0.212 -0.238 0.268 -0.1220
H -2.035224 -1.128456 0.858084 0.014 0.106 -0.238 0.1884
H -3.128287 0.756656 1.333616 -0.019 0.059 0.008 0.4781
H -2.356484 -0.802837 -0.859828 0.166 0.104 0.216 0.2198
```
Forces are in eV/Å.

As for the HOMO energy: -12.73 eV. The value obtained for the total energy is -506.77608 Ha. The value obtained for the LUMO energy is -6.87 eV. Its spin multiplicity is 1. The orbital gap comes out at 5.86 eV. As for the energy above the lowest of the compared OMol25 structures with the same formula, charge and spin: 75.2 kcal/mol. As for the charge: +1.

=====

(5)
A 3-piece molecular cluster, C5H12O2 overall in a non-equilibrium geometry, computed with the ωB97M-V functional and the def2-TZVPD basis.

Structure (XYZ):
```
19
Properties=species:S:1:pos:R:3:forces:R:3:nbo_charge:R:1
C 1.577703 2.311038 -2.695598 -0.207 -0.182 -0.057 -0.3728
C 0.975769 2.366118 -1.514280 1.373 -0.565 0.684 -0.2169
C 0.166724 1.310440 -0.895759 -1.252 -0.198 -0.335 -0.2534
C -0.545783 0.402909 -1.572646 0.638 -0.852 0.036 -0.1252
C -1.637683 -0.536651 -1.049989 2.635 0.730 0.895 -0.6654
H 2.301704 3.072502 -2.934529 -0.051 0.089 -0.377 0.2018
H 1.401935 1.489364 -3.385927 0.142 0.216 -0.016 0.1888
H 1.320738 3.158499 -0.854664 -0.369 0.071 0.046 0.2015
H 0.039245 1.303510 0.181543 -0.190 0.597 0.117 0.1821
H -0.215959 0.126463 -2.575871 -0.450 0.806 -0.253 0.1828
H -1.710001 -1.272264 -1.837735 -1.403 -0.074 0.039 0.2295
H -2.429679 0.091565 -0.643324 -0.653 -0.640 -0.705 0.2354
H -1.215271 -1.075754 -0.186715 -0.220 0.001 -0.056 0.2111
O 0.179806 -3.958760 3.812771 0.023 -0.070 0.158 -0.9421
H 0.500611 -3.163152 4.251128 -0.014 -0.074 -0.151 0.4680
H -0.352832 -3.618016 3.088888 0.017 0.112 -0.024 0.4745
O -0.148383 -1.042595 2.926704 -0.038 -0.348 -0.130 -0.9548
H -0.150791 -0.504564 3.721192 -0.015 0.278 -0.123 0.4765
H -0.057853 -0.460650 2.164810 0.033 0.103 0.251 0.4786
```
Forces are in eV/Å.

As for the HOMO energy: -8.68 eV. The value obtained for the total energy is -348.11213 Ha. The value obtained for the LUMO energy is 0.45 eV. Its spin multiplicity is 1. The orbital gap comes out at 9.13 eV. As for the energy above the lowest of the compared OMol25 structures with the same formula, charge and spin: 58.2 kcal/mol. Its structure (SMILES) is C=C/C=C/C.O.O.

=====

(6)
C27H19CrN4O7PS5Sb as an isolated structure in a non-equilibrium geometry, computed with the ωB97M-V functional and the def2-TZVPD basis.

Structure (XYZ):
```
65
Properties=species:S:1:pos:R:3:forces:R:3:nbo_charge:R:1
Cr -1.692988 1.190390 0.294391 1.525 -0.408 -1.010 0.9898
S -3.854880 5.734599 -1.592101 -0.042 0.032 -0.191 -0.6710
Sb -1.975898 4.713443 -1.131935 0.004 -0.308 -0.105 1.1265
S -2.020439 4.446912 1.433432 0.184 -0.021 0.032 -0.1057
S -0.736722 2.945483 1.525440 -0.241 0.101 0.322 0.0090
O 1.274780 -1.463178 2.474856 -0.107 0.181 0.048 -0.9173
S 0.927474 -0.051495 2.452651 0.197 -0.351 0.314 1.7041
O -1.071978 -0.157485 1.893743 -0.241 -0.034 -0.136 -0.7783
O -0.398825 0.849893 -0.515105 -1.060 0.086 0.151 -0.4343
C -1.904621 -0.922928 2.652505 0.102 0.222 -0.158 0.4503
C -1.445109 -1.709977 3.709077 -0.025 -0.006 0.003 -0.3100
C -2.338109 -2.448315 4.470070 0.042 0.021 0.031 -0.1549
C -3.703209 -2.430474 4.223435 -0.058 -0.049 0.048 -0.2531
C -4.180515 -1.672112 3.172707 0.068 0.065 -0.099 -0.1363
C -3.288630 -0.941268 2.401019 0.240 -0.247 0.099 -0.4782
S -3.852206 0.005793 1.074951 -0.292 0.297 0.105 2.4101
O -3.066650 -0.406183 -0.125459 0.141 0.605 0.225 -0.9186
O -5.270564 -0.029521 0.971515 0.000 -0.222 -0.144 -0.8994
O -3.294034 1.377764 1.384644 -0.668 -0.159 0.308 -0.9153
H -0.388800 -1.772779 3.912410 -0.047 -0.027 0.088 0.2397
H -1.949626 -3.053681 5.279789 0.002 0.016 -0.005 0.2169
H -4.384000 -3.001784 4.839168 0.015 -0.007 -0.014 0.2215
H -5.233516 -1.624633 2.928715 0.006 -0.018 0.009 0.2445
N 1.477948 0.682603 1.232675 -0.132 0.106 -0.737 -1.2502
P 1.880112 0.004337 -0.224715 1.199 -0.571 0.472 1.8149
C 3.594159 -0.572647 0.021391 0.089 0.022 0.066 -0.4224
C 4.320287 -0.196104 1.148409 -0.041 -0.055 -0.078 -0.1149
C 5.647612 -0.582121 1.290132 -0.046 -0.020 -0.011 -0.2243
C 6.259447 -1.344013 0.307022 -0.020 0.032 -0.004 -0.1864
C 5.542942 -1.721726 -0.822054 0.008 0.030 -0.019 -0.2085
C 4.219864 -1.339103 -0.964202 -0.030 0.049 0.015 -0.1825
C 2.093990 1.297607 -1.445241 -0.522 0.075 -0.095 -0.4129
C 1.977757 2.631345 -1.066787 0.080 -0.034 0.026 -0.1127
C 2.062037 3.623321 -2.029889 0.098 0.023 -0.023 -0.2238
C 2.264881 3.288564 -3.362543 -0.001 -0.017 0.021 -0.1853
C 2.383089 1.957269 -3.736431 0.016 0.001 0.007 -0.2022
C 2.296768 0.957960 -2.778815 0.004 -0.004 0.019 -0.1796
C 1.055243 -1.497195 -0.821809 -0.206 0.146 0.043 -0.4605
C 0.027118 -1.488344 -1.768820 0.125 0.074 -0.019 -0.1527
C -0.636770 -2.660778 -2.082459 0.007 -0.050 -0.060 -0.2038
C -0.275872 -3.852084 -1.468740 0.009 0.018 0.024 -0.1652
C 0.761226 -3.873458 -0.548213 0.030 0.020 -0.018 -0.2393
C 1.430475 -2.703527 -0.226509 -0.078 0.030 0.011 -0.0839
H 3.843224 0.391758 1.920164 0.039 0.029 0.004 0.2167
H 6.198912 -0.289840 2.174479 -0.008 0.000 -0.012 0.2207
H 7.293886 -1.643613 0.416823 -0.018 -0.002 0.005 0.2201
H 6.017065 -2.313925 -1.594459 -0.018 -0.005 0.024 0.2208
H 3.667825 -1.653860 -1.841771 0.013 -0.015 0.012 0.2187
H 1.827492 2.880966 -0.024223 -0.080 0.014 -0.020 0.2302
H 1.970602 4.662100 -1.740969 0.013 0.006 0.014 0.2215
H 2.336043 4.067838 -4.110178 -0.035 -0.009 -0.003 0.2220
H 2.527243 1.694066 -4.776005 0.029 0.003 0.012 0.2233
H 2.377573 -0.081390 -3.073223 -0.047 0.015 -0.029 0.2223
H -0.261528 -0.568904 -2.256308 -0.025 -0.002 0.032 0.2392
H -1.451890 -2.637211 -2.793713 0.039 0.000 -0.016 0.2275
H -0.804596 -4.766097 -1.706568 -0.013 0.012 0.002 0.2210
H 1.043666 -4.799510 -0.065623 0.012 0.004 -0.005 0.2223
H 2.220182 -2.724481 0.509280 -0.009 -0.016 0.030 0.2308
O -2.490082 2.443080 -1.068768 -0.147 0.354 0.440 -0.6467
N -3.459442 1.926194 -1.879818 0.110 -0.197 -0.033 0.0093
C -4.657579 2.140176 -1.493848 -0.490 0.241 0.063 0.0096
C -5.074931 2.893958 -0.323028 0.267 -0.137 -0.162 0.2380
N -5.392870 3.500425 0.596788 -0.113 -0.046 -0.013 -0.2273
C -5.706620 1.568468 -2.313453 0.119 0.086 0.100 0.2548
N -6.557420 1.119431 -2.937899 0.028 0.019 -0.005 -0.2384
```
Forces are in eV/Å.

As for the HOMO energy (spin up / spin down): -8.65 / -8.63 eV. The value obtained for the total energy is -5402.94596 Ha. The value obtained for the LUMO energy (spin up / spin down) is -0.82 / -2.86 eV. Its spin multiplicity is 2. As for the expectation value of S²: 1.0199. The orbital gap (spin up / spin down) comes out at 7.83 / 5.77 eV. As for the energy above the lowest of the compared OMol25 structures with the same formula, charge and spin: 11.5 kcal/mol.